No. 1
41
Properties=species:S:1:pos:R:3:forces:R:3 method="wB97M-V/def2-TZVPD" orbital_gap_ev="8.49 / 6.72" spin_multiplicity=7 homo_energy_ev="-12.5 / -13.6" lumo_ev="-4.04 / -6.83" charge=+1 s2=12.02
Mn 5.776328 15.237303 -19.159811 -0.82 -0.57 -0.11
S 8.107534 15.424676 -17.768602 -0.40 -0.47 -2.53
O 6.959230 16.276492 -17.879422 -1.90 4.51 1.64
O 8.187440 14.888108 -16.426330 1.39 -0.54 1.35
O 7.618505 14.420109 -18.725898 2.26 -3.07 -0.57
O 9.361674 16.049539 -18.198441 -0.34 -0.60 1.03
C 3.948057 11.778934 -16.965592 -0.98 -2.24 -0.64
N 5.164317 12.538389 -16.924543 0.60 2.47 0.53
O 6.034133 12.236329 -16.128666 -1.01 0.53 -1.59
O 5.123916 13.568853 -17.643905 1.00 -1.05 0.83
H 4.217895 10.863462 -17.492091 0.21 -0.54 0.63
H 3.173242 12.116990 -17.653693 0.30 1.06 0.50
H 3.621657 11.587832 -15.943324 0.03 -0.09 -0.26
C 1.191937 14.684665 -18.210076 -2.73 0.92 0.89
N 1.992715 14.569839 -19.388965 -0.25 1.65 -2.98
O 1.557771 14.916863 -20.531389 0.91 -1.26 3.34
O 3.125294 14.252902 -19.147678 1.15 -0.54 -0.56
H 0.317713 14.043942 -18.325394 0.13 -0.16 0.17
H 0.783445 15.695227 -18.206555 -0.05 0.06 -0.17
H 1.702793 14.572991 -17.253705 0.37 -0.50 -0.61
C 9.032278 17.573553 -21.155312 -1.31 -0.22 -0.27
N 7.633275 17.355168 -20.610476 0.50 1.77 -0.93
O 7.021051 18.335745 -20.255592 0.11 -0.27 0.15
O 7.195023 16.231997 -20.616181 -0.20 -1.08 -0.34
H 9.635820 17.356670 -20.273959 0.51 0.35 -0.43
H 8.987455 18.573228 -21.587440 0.55 0.08 0.70
H 9.149973 16.887360 -21.993993 0.21 -0.32 0.48
C 5.244071 13.931996 -23.218328 -0.58 -1.38 0.07
N 4.700197 13.591550 -21.854121 -2.32 0.57 -1.29
O 3.781755 12.766384 -21.809443 2.51 1.64 0.94
O 5.137398 14.327211 -20.964002 -0.24 -1.45 -0.18
H 4.459385 13.687438 -23.934260 -0.04 0.25 0.16
H 5.974077 13.129508 -23.324232 0.64 0.60 -0.37
H 5.558131 14.974468 -23.270457 0.25 -0.47 0.24
C 4.105707 19.177504 -20.206012 1.54 0.89 2.24
N 3.918227 17.745761 -20.364597 0.00 -3.42 -2.14
O 3.253265 17.383232 -21.317218 0.41 0.49 1.22
O 4.572759 16.877717 -19.683841 -1.83 3.00 -0.48
H 3.224490 19.790785 -20.017774 -0.36 -0.73 -0.43
H 4.708017 19.576699 -21.022079 -0.28 -0.37 -0.17
H 4.720391 19.204901 -19.306280 0.07 0.50 -0.06

---

No. 2
22
Properties=species:S:1:pos:R:3:forces:R:3 method="wB97M-V/def2-TZVPD" orbital_gap_ev=5.63 de_lowest_ev=4.886 homo_energy_ev=-13.8 lumo_ev=-8.16 charge=+1
N -1.556364 -1.076778 1.114860 0.09 0.07 -0.26
C -1.606967 0.170571 0.380390 1.13 -0.14 -0.27
C -2.986693 0.607990 -0.036785 -0.22 0.28 0.54
C -0.673207 -0.030221 -0.827234 0.45 0.31 1.15
N 0.534818 -0.634128 -0.411996 -0.81 -0.71 -0.78
C 1.429715 -0.996833 -1.423357 0.59 0.09 0.13
C 3.112818 0.908381 1.102000 0.49 0.00 -0.51
H 2.874231 1.953585 1.260886 -0.21 0.04 0.11
H -0.678016 -1.193689 1.596335 -0.16 -0.07 0.28
H -2.354045 -1.272761 1.708918 0.13 0.01 -0.12
H -1.060020 0.938642 0.950445 -0.61 0.27 0.09
H -2.977690 1.629081 -0.414106 0.09 -0.04 -0.20
H -3.451132 -0.050276 -0.767100 0.06 -0.12 -0.03
H -3.617589 0.642359 0.851712 -0.12 -0.08 -0.05
H -1.111941 -0.752580 -1.519393 -0.35 -0.07 -0.35
H -0.429903 0.881727 -1.391437 0.00 -0.01 -0.37
H 0.952070 -1.772367 -2.041800 -0.28 -0.08 -0.01
H 1.622091 -0.194601 -2.156447 -0.14 0.05 0.06
H 2.342809 -1.423088 -1.027246 0.13 0.15 0.12
H 3.867112 0.862353 0.313254 0.11 0.00 0.15
H 2.260683 0.344065 0.729058 -0.27 0.05 0.32
H 3.507228 0.458560 2.009042 -0.10 -0.02 -0.01

---

No. 3
22
Properties=species:S:1:pos:R:3:forces:R:3 method="wB97M-V/def2-TZVPD" orbital_gap_ev=9.34 de_lowest_ev=1.114 smiles=CC[C@@H]([NH3+])CNC homo_energy_ev=-12.9 lumo_ev=-3.59 charge=+1
C -1.811448 1.221240 -1.056620 0.62 0.19 1.52
C -1.033699 0.797902 0.238764 -0.50 0.25 -1.17
C 0.427947 0.481541 0.022206 1.23 0.02 0.11
N 1.313970 1.713078 0.327932 0.55 0.26 0.14
C 0.973197 -0.668480 0.890173 -0.27 0.42 -0.04
N 0.084418 -1.802226 0.843495 0.12 -0.04 0.28
C -0.013522 -2.378095 -0.487890 -0.12 -0.38 -0.31
H -1.130633 1.681249 -1.767202 -0.13 -0.15 -0.39
H -2.372702 0.381085 -1.438953 0.08 -0.03 -0.47
H -2.501548 1.985133 -0.722821 -0.39 0.11 -0.34
H -1.504222 -0.096182 0.638915 0.08 0.06 0.29
H -1.143324 1.613355 0.956009 0.14 -0.19 0.28
H 0.768806 0.333364 -1.001467 -0.79 -0.37 -0.30
H 1.377637 2.321527 -0.488137 -0.16 0.07 -0.03
H 1.030250 2.303248 1.110764 -0.42 -0.19 0.13
H 2.280481 1.439413 0.541088 -0.14 -0.20 -0.12
H 1.983237 -0.955738 0.571380 0.22 0.32 -0.15
H 1.033492 -0.252014 1.896992 -0.02 -0.38 0.34
H 0.441456 -2.491362 1.493084 -0.22 -0.08 0.05
H 0.955792 -2.586576 -0.963660 0.00 0.11 0.04
H -0.568708 -3.317182 -0.463046 0.07 0.08 0.20
H -0.590877 -1.724281 -1.141006 0.05 0.13 -0.07

---

No. 4
22
Properties=species:S:1:pos:R:3:forces:R:3 method="wB97M-V/def2-TZVPD" orbital_gap_ev=11.35 de_lowest_ev=2.654 smiles=CC[N@H+](C)CCN homo_energy_ev=-14.1 lumo_ev=-2.78 charge=+1
C 1.706037 -0.293632 2.068682 1.66 1.34 -3.89
C 0.557938 0.255001 0.976970 3.16 3.62 2.19
N -0.062765 -0.526385 -0.079831 0.69 -1.55 -0.46
C 0.509414 -1.928472 -0.200551 -0.57 -0.55 2.30
C -0.035411 0.232106 -1.371687 1.67 -0.90 -1.38
C -1.078826 1.284832 -1.371015 -2.77 1.77 -0.56
N -2.308652 1.058906 -0.409513 3.61 0.11 -0.70
H 2.443568 -1.041951 1.509107 -1.65 1.50 1.47
H 2.357352 0.677749 2.261350 -1.49 -2.15 -0.10
H 1.296461 -0.700425 2.970891 -0.24 -0.22 0.25
H -0.230303 0.707496 1.550040 -0.58 -0.25 0.51
H 0.976449 1.266479 0.512355 -0.37 -2.45 0.64
H -1.051768 -0.532560 0.218889 -0.15 -0.22 -0.59
H -0.138228 -2.558225 -0.749226 -0.64 -0.03 -1.67
H 0.317955 -2.529378 0.800123 1.42 1.80 -1.43
H 1.525797 -1.855582 -0.635056 -0.64 -0.35 0.71
H 1.027582 0.675123 -1.617371 -2.00 -0.87 0.94
H -0.226496 -0.449387 -2.224311 0.02 -0.15 0.81
H -1.256125 1.517959 -2.514162 -0.40 -0.41 2.34
H -0.717907 2.193534 -0.965442 0.79 0.94 0.19
H -2.547315 1.892338 0.139964 0.11 -0.53 -0.81
H -3.064757 0.654474 -0.870208 -1.62 -0.45 -0.75

---

No. 5
22
Properties=species:S:1:pos:R:3:forces:R:3 method="wB97M-V/def2-TZVPD" orbital_gap_ev=10.15 de_lowest_ev=2.155 smiles=CCNCC[NH2+]C homo_energy_ev=-13.1 lumo_ev=-3.00 charge=+1
C 1.284227 -0.238249 -2.987042 0.73 -0.18 -0.25
C 1.237154 -0.592266 -1.511944 1.14 0.39 1.31
N 0.033142 -0.068285 -0.773579 0.97 1.65 -1.72
C -0.705777 -0.914450 0.059150 -2.19 -1.22 0.62
C -0.498460 -0.819295 1.574758 0.22 2.19 -1.18
N -0.204270 0.713728 1.722971 0.64 -2.34 4.31
C -1.292643 1.681861 2.165006 0.61 0.21 -2.56
H 2.250891 -0.332772 -3.454041 1.17 -0.06 0.73
H 0.846518 -1.008780 -3.575280 -1.58 -0.16 -0.50
H 1.072051 0.785660 -3.289384 -0.86 -0.04 0.34
H 1.388855 -1.692209 -1.350839 -0.64 0.82 -0.21
H 2.109270 -0.144998 -0.983192 -0.31 -0.22 -0.50
H -0.462902 0.629893 -1.369601 0.21 -1.28 0.84
H -0.494535 -1.942311 -0.141739 -0.28 -0.84 -0.63
H -1.772587 -0.747097 0.060970 -0.51 0.02 -1.35
H -1.365471 -1.054885 2.165940 -0.25 -0.24 0.08
H 0.321602 -1.486939 1.745121 0.92 0.48 1.25
H 0.512534 0.661606 2.474827 -0.17 0.88 -0.93
H 0.183976 0.906160 0.821292 0.81 0.68 -1.46
H -2.165873 1.389244 1.463387 1.11 1.14 1.54
H -1.470692 1.549974 3.225035 -0.30 -0.08 -0.07
H -0.807009 2.724409 1.958183 -1.45 -1.81 0.33

---

No. 6
22
Properties=species:S:1:pos:R:3:forces:R:3 method="wB97M-V/def2-TZVPD" orbital_gap_ev=11.68 de_lowest_ev=2.080 smiles=CC(C)[NH2+]CCN homo_energy_ev=-14.6 lumo_ev=-2.88 charge=+1
C 1.307372 0.116062 1.488151 -1.48 1.38 0.44
C 1.189849 0.572379 -0.006138 -0.08 1.55 2.11
C 1.562527 1.993229 -0.201085 0.34 1.02 1.08
N -0.182298 0.512482 -0.512904 -1.14 -2.84 -0.20
C -0.559230 -0.750621 -1.345106 -2.47 1.89 0.47
C -1.470535 -1.652320 -0.444381 0.96 1.85 0.68
N -1.715751 -0.850865 0.728820 -2.61 1.81 1.61
H 2.296672 0.049277 1.897812 0.80 0.16 -0.45
H 0.763575 0.755279 2.248840 0.28 -0.37 -1.09
H 0.903020 -0.860841 1.580339 -0.39 -1.12 0.14
H 1.921854 -0.030809 -0.441292 0.56 -1.19 -1.81
H 0.880312 2.716564 0.386552 1.36 -1.10 -0.68
H 1.471431 2.222925 -1.258164 0.36 0.30 -0.13
H 2.607362 1.946836 0.130336 -0.13 1.35 -0.13
H -0.653466 0.242369 0.571677 -1.42 0.04 -2.65
H -0.546333 1.307389 -1.052987 0.72 0.01 0.84
H 0.349065 -1.233418 -1.508984 1.26 -0.76 -1.08
H -1.217426 -0.477337 -2.258135 1.85 -0.16 1.29
H -0.947058 -2.516950 -0.165063 0.53 -1.34 0.26
H -2.368454 -1.870315 -0.941626 -1.05 -0.57 -0.68
H -2.642672 -0.327856 0.693553 1.59 -0.87 -0.16
H -1.711434 -1.226800 1.657092 0.15 -1.03 0.15